No. 1
Computed, not measured: C20H22N2O2Pt as an isolated structure in a non-equilibrium geometry, with the ωB97M-V functional and the def2-TZVPD basis.

The geometry in XYZ format:
```
47
Properties=species:S:1:pos:R:3:forces:R:3
C 3.2514 -1.6823 -1.2434 0.4 -0.1 -0.3
C 2.9741 -2.2619 -2.6288 0.2 -0.2 -0.2
H 3.9319 -0.8334 -1.2986 0.0 0.1 0.1
H 3.7087 -2.4295 -0.5878 -0.2 0.1 0.0
H 2.3389 -1.3385 -0.7242 0.2 -0.2 0.0
H 2.6803 -1.4840 -3.3506 0.2 -0.2 0.2
H 3.8402 -2.8176 -3.0327 -0.3 0.4 0.2
H 2.1462 -2.9670 -2.5688 0.3 0.0 -0.2
C 1.7745 1.7497 0.6669 -0.7 0.9 0.0
C 1.7722 2.9274 1.4057 0.4 -0.9 -0.2
C 0.8512 3.9249 1.0731 -1.3 0.4 -0.7
C -0.0498 3.7246 0.0303 0.6 0.5 0.5
H 2.5239 0.9784 0.8385 -0.4 0.0 0.0
H 2.4602 3.0409 2.2361 0.0 0.1 -0.2
H 0.7854 4.8421 1.6528 0.2 -0.1 -0.1
H -0.7816 4.4710 -0.2977 0.4 -0.2 0.5
N 0.8466 1.5249 -0.2960 1.2 0.2 0.1
C -0.0329 2.5043 -0.6599 -1.0 0.0 -0.4
C -0.9826 2.1691 -1.6966 1.2 0.6 1.3
N -0.8835 0.8826 -2.1290 0.0 -2.0 -0.4
C -1.7609 0.3876 -3.0267 -0.7 0.5 -0.4
C -2.8816 2.4853 -3.1665 0.4 1.2 0.9
C -2.7935 1.1478 -3.5548 0.9 -1.6 -0.1
H -1.6035 -0.6510 -3.2783 -0.3 0.2 -0.2
H -3.4776 0.6787 -4.2640 0.2 0.3 0.3
C -1.9869 2.9920 -2.2339 -0.5 0.0 -0.7
H -2.0285 4.0240 -1.8990 -0.1 -0.2 -0.2
H -3.6474 3.1208 -3.5910 0.0 0.1 0.1
Pt 0.5076 -0.3417 -1.2125 -0.6 2.1 0.8
C -0.0162 -1.9472 -2.2343 -0.7 -1.2 -0.3
H 0.2539 -1.7689 -3.2882 0.0 -0.2 0.1
H -1.0960 -2.1257 -2.1405 0.3 0.0 0.0
H 0.4737 -2.8465 -1.8572 -0.1 0.1 -0.1
O -0.9778 -2.4867 0.3863 1.2 1.5 1.5
C -0.3872 -1.7087 1.1542 -0.6 -0.6 -0.7
O 0.5795 -0.8455 0.8250 -1.1 -1.1 -0.9
C -0.7367 -1.6165 2.6222 -0.4 -0.2 -0.1
C -0.7442 -0.3739 3.2818 0.4 -0.6 -0.1
C -1.0316 -0.3244 4.6412 -0.1 -0.3 -0.2
C -1.3277 -1.5088 5.3224 -0.2 -0.1 -0.1
C -1.4068 -2.7374 4.6583 0.1 0.2 -0.5
C -1.1357 -2.7878 3.2832 0.3 0.2 0.4
H -0.4752 0.5259 2.7290 -0.1 -0.2 0.1
H -1.0318 0.6386 5.1511 0.0 -0.3 0.0
H -1.5527 -1.4653 6.3808 0.0 0.0 0.0
H -1.6874 -3.6542 5.1874 0.1 0.4 -0.1
H -1.1830 -3.7361 2.7348 0.0 0.5 0.2
```
Positions in Å, forces in eV/Å.

## Properties
Charge: 0
Calculated total energy (eV): -31416.272
E_HOMO (alpha / beta) (eV): -5.35 / -8.87
Spin multiplicity: 3
Orbital gap (alpha / beta) (eV): 5.14 / 7.05

---

No. 2
Computed, not measured: C45H37IrN6O5 as an isolated structure, with the ωB97M-V functional and the def2-TZVPD basis.

The geometry in XYZ format:
```
94
Properties=species:S:1:pos:R:3:forces:R:3
Ir -0.1340 -1.6954 0.5575 0.5 -0.1 0.7
C -1.9656 -5.5177 -0.2804 0.1 0.0 0.0
O -3.2628 -5.1513 0.1764 -0.1 0.1 -0.1
C -3.5242 -4.0280 0.8945 0.3 -0.2 0.0
C -4.8536 -3.9028 1.2778 -0.2 0.2 0.1
C -5.2947 -2.8590 2.0795 0.1 -0.2 -0.1
C -4.3852 -1.9185 2.5115 0.0 0.0 0.0
C -3.0518 -2.0038 2.1108 0.1 0.2 0.0
C -2.1836 -0.9259 2.5188 0.1 0.0 0.0
N -1.0144 -0.6982 2.0370 -0.4 0.1 0.2
N -0.3194 0.4164 2.4968 0.2 -0.1 -0.2
C 0.8104 0.5399 1.8781 0.2 -0.3 -0.2
O 1.2500 -0.3481 0.9729 -0.1 0.7 0.2
C 1.7107 1.6645 2.1848 0.0 0.0 0.0
C 1.3247 2.6427 3.0996 0.0 0.0 0.0
C 2.1853 3.6839 3.3971 0.0 0.0 0.0
C 3.4297 3.7563 2.7819 0.0 0.0 0.0
C 3.8107 2.7891 1.8648 0.0 0.0 0.0
C 2.9533 1.7427 1.5631 0.1 0.0 0.0
C -2.6009 -3.0464 1.2865 0.0 -0.2 0.1
O -1.3020 -3.1881 0.9261 -0.7 -0.1 -0.4
H -2.1258 -6.4183 -0.8682 0.0 0.0 0.0
H -1.3018 -5.7438 0.5552 0.0 0.0 0.0
H -1.5189 -4.7425 -0.9005 0.0 0.0 0.0
H -5.5334 -4.6744 0.9404 0.0 0.0 0.0
H -6.3354 -2.7929 2.3620 0.0 0.0 0.0
H -4.6958 -1.0921 3.1375 0.0 0.0 0.0
H -2.5354 -0.2259 3.2701 0.0 0.0 0.0
H 0.3527 2.5753 3.5686 0.0 0.0 0.0
H 1.8874 4.4416 4.1101 0.0 0.0 0.0
H 4.1012 4.5726 3.0155 0.0 0.0 0.0
H 4.7727 2.8531 1.3752 0.0 0.0 0.0
H 3.2426 0.9907 0.8423 0.0 0.0 0.0
C 1.9507 -3.6188 3.8042 0.0 0.0 0.0
C 3.1400 -3.9773 3.1939 0.0 0.0 -0.1
C 3.2917 -3.7892 1.8283 0.0 0.0 0.1
C 2.2530 -3.2277 1.1077 0.0 0.0 -0.2
N 1.1164 -2.8604 1.7218 0.2 0.1 -0.1
C 0.9573 -3.0538 3.0292 -0.1 0.0 0.0
C 2.2534 -3.0717 -0.3700 -0.1 0.0 0.2
C 3.3149 -3.4622 -1.1592 0.1 0.0 0.0
C 3.1825 -3.3939 -2.5368 0.0 0.0 0.0
C 1.9769 -2.9958 -3.0747 0.1 0.0 0.0
C 0.9335 -2.6152 -2.2372 0.0 0.1 0.0
N 1.1027 -2.6021 -0.9040 0.0 0.0 0.0
C -0.4135 -2.3181 -2.7801 0.0 0.1 0.0
C -0.6137 -1.9353 -4.0980 0.0 0.1 -0.1
C -1.9166 -1.7741 -4.5439 0.0 0.0 0.0
C -2.9574 -2.0099 -3.6666 -0.1 0.0 0.1
C -2.6560 -2.3631 -2.3566 0.0 0.1 0.1
N -1.4086 -2.5025 -1.9199 -0.3 -0.4 -0.3
H 1.7929 -3.7624 4.8629 0.0 0.0 0.0
H 3.9442 -4.4091 3.7737 0.0 0.0 0.0
H 4.2095 -4.0817 1.3422 0.0 0.0 0.0
H 0.0075 -2.7448 3.4439 0.0 0.0 0.0
H 4.2297 -3.8246 -0.7171 0.0 0.0 0.0
H 4.0009 -3.6855 -3.1805 0.0 0.0 0.0
H 1.8266 -3.0119 -4.1430 0.0 0.0 0.0
H 0.2144 -1.7382 -4.7640 0.0 0.0 0.0
H -2.1114 -1.4676 -5.5628 0.0 0.0 0.0
H -3.9875 -1.9077 -3.9784 0.0 0.0 0.0
H -3.4387 -2.5072 -1.6205 0.0 0.0 0.0
C 2.1108 6.4116 0.5497 0.0 0.0 0.0
C 2.2006 5.1507 -0.2666 0.0 0.0 0.0
C 3.3564 4.8752 -0.9893 0.0 0.0 0.0
C 3.4697 3.7196 -1.7446 0.0 -0.1 0.0
C 2.4065 2.8353 -1.7994 0.1 0.0 0.0
C 1.2450 3.0951 -1.0831 -0.2 -0.1 0.0
N 0.1907 2.1442 -1.1482 0.0 0.2 0.1
C -1.0840 2.4180 -1.5941 0.1 0.0 0.0
C -1.3317 3.6075 -2.2961 0.0 0.0 0.0
C -2.5963 3.9228 -2.7461 0.0 0.0 0.0
C -3.6735 3.0708 -2.5156 0.0 0.0 0.0
C -3.4466 1.8987 -1.8273 0.0 0.0 0.0
C -2.1729 1.5477 -1.3677 -0.1 0.0 0.0
C -2.0802 0.2578 -0.6390 0.2 -0.1 0.0
O -3.0374 -0.3143 -0.1569 0.0 0.0 -0.1
O -0.8500 -0.2497 -0.6099 -0.1 0.0 -0.1
C 1.1328 4.2428 -0.2900 0.0 0.0 0.0
C -0.1022 4.5073 0.5285 0.0 0.0 0.0
H 2.9800 7.0455 0.3811 0.0 0.0 0.0
H 2.0595 6.1857 1.6173 0.0 0.0 0.0
H 1.2168 6.9857 0.3003 0.0 0.0 0.0
H 4.1770 5.5825 -0.9611 0.0 0.0 0.0
H 4.3738 3.5220 -2.3066 0.0 0.0 0.0
H 2.4513 1.9433 -2.4131 0.0 0.0 0.0
H 0.3644 1.2106 -0.8186 0.0 0.0 0.0
H -0.5057 4.2785 -2.4916 0.0 0.0 0.0
H -2.7436 4.8472 -3.2909 0.0 0.0 0.0
H -4.6645 3.3224 -2.8665 0.0 0.0 0.0
H -4.2573 1.2142 -1.6156 0.0 0.0 0.0
H -0.7815 5.1936 0.0150 0.0 0.0 0.0
H 0.1570 4.9561 1.4863 0.0 0.0 0.0
H -0.6530 3.5878 0.7212 0.0 0.0 0.0
```
Positions in Å, forces in eV/Å.

## Properties
Charge: +1
Calculated total energy (eV): -69278.961
E_HOMO (alpha / beta) (eV): -9.45 / -9.45
Spin multiplicity: 2
Orbital gap (alpha / beta) (eV): 5.76 / 4.91
ΔE to the lowest compared entry with this formula, charge and spin (eV): 0.289

---

No. 3
Computed, not measured: an isolated ion of composition C3H5N2O and charge +1 in a non-equilibrium geometry, with the ωB97M-V functional and the def2-TZVPD basis.

The geometry in XYZ format:
```
11
Properties=species:S:1:pos:R:3:forces:R:3
C 1.1985 -0.0568 0.0528 2.3 0.2 -0.2
C -0.6206 -0.3677 1.5854 0.1 -0.4 -1.3
C -0.4521 0.5665 -1.5518 -0.6 -1.5 2.7
N 0.8771 0.6032 -1.0168 -0.1 0.7 0.8
N 0.3265 -0.8346 0.7980 -2.3 2.0 1.3
O -1.2962 0.1705 -0.7596 0.6 1.5 -3.5
H -0.8289 -1.0509 2.4237 -0.3 0.9 -0.2
H -1.1215 0.5785 1.2498 0.5 -1.1 1.2
H -0.3871 0.7662 -2.6015 -1.2 0.3 -0.9
H 1.5928 1.2610 -1.3829 -0.5 -0.9 0.0
H 0.7114 -1.6360 1.2030 1.4 -1.7 0.2
```
Positions in Å, forces in eV/Å.

## Properties
Charge: +1
Calculated total energy (eV): -8208.799
E_HOMO (alpha / beta) (eV): -14.00 / -14.00
Orbital gap (alpha / beta) (eV): 8.14 / 8.14
ΔE to the lowest compared entry with this formula, charge and spin (eV): 4.394

---

No. 4
Computed, not measured: C2H5N3O3 in the gas phase in a non-equilibrium geometry, with the ωB97M-V functional and the def2-TZVPD basis.

The geometry in XYZ format:
```
13
Properties=species:S:1:pos:R:3:forces:R:3
O 2.2731 -0.1149 0.4921 -1.4 0.5 0.5
C 1.6927 -1.0934 -0.0180 0.7 -0.6 -1.2
N 0.4224 -1.3732 -0.3946 0.2 3.7 0.1
C -0.4096 -0.2355 -0.2529 2.6 -2.6 1.3
N -1.5813 -0.7498 0.2075 -1.8 4.8 0.8
O -2.7727 0.1543 0.2902 2.6 -1.9 0.8
N -0.2096 1.0758 -0.2399 -2.9 2.0 1.5
O 0.9788 1.9587 -0.1748 -1.4 -4.2 1.3
H 2.3716 -1.8802 -0.3071 0.2 -0.8 0.1
H -1.7536 -1.6631 -0.0408 -0.8 -2.4 -0.6
H -2.9912 0.2065 -0.6214 -0.8 0.4 -1.5
H -1.0961 1.4651 0.2946 2.5 -0.2 -1.6
H 1.5164 1.1911 0.4298 0.2 1.4 -1.6
```
Positions in Å, forces in eV/Å.

## Properties
Structure (SMILES): O=CN=C(NO)NO
Charge: 0
Calculated total energy (eV): -12763.006
E_HOMO (eV): -9.87
Orbital gap (eV): 10.01
ΔE to the lowest compared entry with this formula, charge and spin (eV): 4.595